{"formula": "C25H39Br10F9N3O2S", "method": "wB97M-V/def2-TZVPD", "energy_ev": -770833.464, "total_charge": 1, "homo_ha": -0.4174, "homo_lumo_gap_ev": 8.49, "lumo_energy_ev": -2.863, "species": ["C", "C", "C", "C", "C", "C", "C", "S", "C", "N", "N", "C", "O", "C", "O", "C", "C", "F", "F", "C", "F", "F", "C", "F", "F", "C", "F", "F", "F", "N", "H", "H", "H", "H", "H", "H", "H", "H", "H", "H", "H", "H", "H", "H", "H", "H", "H", "H", "H", "Br", "C", "C", "Br", "H", "H", "H", "H", "Br", "C", "C", "Br", "H", "H", "H", "H", "Br", "C", "C", "Br", "H", "H", "H", "H", "Br", "C", "C", "Br", "H", "H", "H", "H", "Br", "C", "C", "Br", "H", "H", "H", "H"], "positions_angstrom": [[-2.29253, 0.54876, 4.54280], [-2.70640, -0.58887, 3.60449], [-1.97563, -0.55727, 2.26429], [-2.39082, 0.68219, 1.44656], [-3.26030, 0.44154, 0.21225], [-4.69482, -0.04707, 0.54664], [-5.76651, 0.92908, 0.03511], [-6.39651, 1.90429, 1.42983], [-5.12566, 3.08913, 1.46303], [-4.50655, 3.55201, 2.50161], [-3.54840, 4.44429, 2.01356], [-3.67596, 4.44688, 0.73340], [-4.65861, 3.60338, 0.29531], [-1.99228, -1.80755, 1.41590], [-0.92801, -1.52084, 0.48755], [0.13909, -1.16393, 1.28408], [1.28402, -0.37882, 0.62254], [1.50318, -0.94477, -0.56425], [2.35557, -0.58037, 1.40763], [1.07800, 1.13834, 0.41272], [0.62526, 1.69612, 1.56656], [0.11490, 1.25160, -0.50771], [2.32392, 1.95452, -0.05293], [3.09271, 1.20202, -0.83769], [1.86213, 2.98828, -0.76387], [3.18756, 2.56400, 1.10322], [3.31096, 1.71488, 2.10967], [2.63185, 3.66804, 1.54366], [4.37743, 2.83519, 0.62912], [-0.47628, -0.60521, 2.56457], [-1.41018, 0.29988, 5.12766], [-2.07912, 1.46959, 4.00125], [-3.10295, 0.79110, 5.21889], [-2.50710, -1.54048, 4.10722], [-3.77393, -0.55062, 3.43124], [-2.95180, 1.36271, 2.08130], [-1.51633, 1.23977, 1.13324], [-3.35698, 1.41058, -0.26966], [-2.83454, -0.22322, -0.52749], [-4.88555, -1.04571, 0.15666], [-4.79537, -0.11897, 1.62313], [-6.61131, 0.42425, -0.41679], [-5.32797, 1.60388, -0.68698], [-3.13091, 4.99620, -0.00858], [-2.92227, -2.03869, 0.92040], [-1.72133, -2.69743, 1.99783], [0.64020, -2.08846, 1.59394], [-0.38882, -1.37274, 3.23173], [-0.06167, 0.21330, 3.01052], [5.00682, -3.73885, 0.96038], [5.06835, -2.04115, 0.00654], [6.28514, -1.91612, -0.86953], [7.88646, -1.56471, 0.16491], [5.02742, -1.26302, 0.76207], [4.16329, -2.01619, -0.59720], [6.17204, -1.06483, -1.53754], [6.47984, -2.81208, -1.45158], [7.23692, -8.23141, -3.13667], [7.39300, -7.88566, -1.23048], [6.99098, -6.47753, -0.88267], [8.35433, -5.18776, -1.39147], [8.41980, -8.10170, -0.95550], [6.72856, -8.59828, -0.74757], [6.87592, -6.36848, 0.19312], [6.07335, -6.17718, -1.37719], [1.50463, -0.58653, -6.84446], [1.19807, 1.22611, -6.21456], [0.71073, 1.23952, -4.79081], [-1.14909, 0.69056, -4.65264], [0.49071, 1.68259, -6.89851], [2.15744, 1.73225, -6.29100], [0.74855, 2.24630, -4.38208], [1.27983, 0.56451, -4.16058], [-3.44881, -1.65610, -2.72548], [-3.48328, -2.31850, -4.55936], [-4.75513, -1.93236, -5.26274], [-6.26678, -2.99415, -4.66115], [-3.34716, -3.39280, -4.50005], [-2.62083, -1.86690, -5.04519], [-4.66314, -2.12144, -6.32948], [-5.01810, -0.89246, -5.09984], [-0.74690, 6.15652, 1.27997], [0.17068, 6.15299, 2.99460], [0.53745, 4.76166, 3.44130], [-1.00459, 3.77530, 4.10502], [-0.48243, 6.65780, 3.69844], [1.06897, 6.74631, 2.84233], [1.23620, 4.80628, 4.27343], [0.96742, 4.17274, 2.63804]], "forces_ev_per_a": [[-0.094, 0.130, -0.344], [0.435, -0.379, 0.332], [-0.978, 0.500, 0.338], [0.314, 0.130, -0.349], [-0.689, -0.178, 0.241], [0.274, 0.095, -0.263], [0.305, -0.399, 0.500], [-0.407, 0.443, -0.140], [0.275, -0.024, 0.265], [0.030, -0.224, -0.460], [-0.318, 0.150, -0.510], [-0.327, -0.401, 0.490], [0.208, 0.370, 0.345], [0.327, -0.314, 0.054], [-0.202, 0.416, -0.160], [0.178, -1.114, 0.198], [-0.446, 0.342, -0.037], [0.034, -0.163, -0.237], [0.260, 0.018, 0.269], [0.067, -0.149, -0.264], [0.071, 0.044, 0.198], [-0.066, 0.133, -0.152], [-0.267, 0.330, 0.293], [0.215, -0.323, -0.109], [-0.054, 0.158, -0.222], [-0.117, -0.596, -0.578], [0.060, -0.391, 0.506], [-0.220, 0.641, 0.182], [0.690, 0.214, -0.280], [0.045, -0.367, -0.004], [0.077, -0.044, 0.145], [-0.064, -0.121, -0.051], [-0.032, -0.079, 0.256], [-0.105, -0.154, -0.028], [-0.173, -0.005, -0.228], [0.043, 0.047, 0.278], [0.037, 0.038, 0.019], [0.177, 0.095, -0.135], [0.483, -0.003, -0.020], [0.065, -0.070, -0.202], [-0.145, -0.113, 0.204], [-0.187, -0.024, 0.021], [-0.241, 0.094, -0.282], [0.095, 0.078, -0.038], [-0.048, 0.271, -0.418], [0.009, -0.047, 0.112], [0.237, 0.057, 0.163], [0.101, 0.196, 0.301], [-0.059, 0.359, -0.399], [-0.024, 0.084, 0.024], [-0.097, -0.107, -0.052], [0.145, 0.104, 0.021], [-0.022, -0.022, 0.018], [0.023, 0.020, 0.007], [0.017, -0.007, -0.034], [-0.031, 0.001, -0.006], [-0.027, -0.031, 0.010], [0.043, 0.018, 0.029], [-0.089, -0.079, -0.130], [0.116, 0.059, 0.081], [-0.078, 0.009, -0.040], [0.015, 0.013, 0.028], [-0.017, 0.021, 0.022], [0.013, -0.023, 0.014], [-0.027, -0.018, -0.005], [-0.053, 0.035, -0.006], [0.118, -0.142, -0.057], [-0.075, 0.089, -0.019], [0.013, 0.003, 0.100], [-0.018, 0.032, 0.009], [0.003, 0.012, 0.032], [0.002, 0.033, -0.025], [0.030, -0.014, 0.015], [-0.042, -0.067, 0.020], [0.098, 0.055, -0.018], [-0.124, -0.125, -0.011], [0.015, 0.061, 0.028], [-0.033, -0.023, -0.002], [-0.005, 0.032, 0.016], [0.035, -0.015, -0.004], [0.034, 0.031, -0.016], [0.198, 0.036, 0.004], [-0.014, -0.004, -0.094], [-0.037, 0.029, 0.069], [0.226, 0.082, -0.063], [-0.015, -0.013, 0.025], [0.026, -0.020, 0.009], [0.001, 0.037, 0.020], [-0.215, 0.145, 0.183]]}

***

{"formula": "C18H34B3Cl16F5O5S", "method": "wB97M-V/def2-TZVPD", "energy_ev": -256273.636, "smiles": "O=S(=O)(B1OBOBO1)C(F)(F)C(F)(F)F.ClCCCl.ClCCCl.ClCCCl.ClCCCl.ClCCCl.ClCCCl.ClCCCl.ClCCCl", "homo_ha": -0.3851, "homo_lumo_gap_ev": 10.08, "lumo_energy_ev": -0.399, "species": ["O", "S", "O", "B", "O", "B", "O", "B", "O", "C", "F", "F", "C", "F", "F", "F", "H", "H", "Cl", "C", "C", "Cl", "H", "H", "H", "H", "Cl", "C", "C", "Cl", "H", "H", "H", "H", "Cl", "C", "C", "Cl", "H", "H", "H", "H", "Cl", "C", "C", "Cl", "H", "H", "H", "H", "Cl", "C", "C", "Cl", "H", "H", "H", "H", "Cl", "C", "C", "Cl", "H", "H", "H", "H", "Cl", "C", "C", "Cl", "H", "H", "H", "H", "Cl", "C", "C", "Cl", "H", "H", "H", "H"], "positions_angstrom": [[-1.40805, 6.19231, -2.07380], [-1.24018, 4.77952, -1.92838], [-0.86014, 4.20656, -0.66419], [-0.08512, 4.11416, -3.30026], [0.71422, 4.98161, -3.94452], [1.77501, 4.33994, -4.59370], [1.43262, 3.20361, -5.29266], [0.63265, 2.31340, -4.62422], [-0.09856, 2.78293, -3.53131], [-2.91991, 4.09524, -2.41869], [-3.82647, 4.88345, -1.84055], [-2.97297, 4.25523, -3.75451], [-3.22713, 2.59570, -2.07820], [-4.15982, 2.52605, -1.12561], [-3.67270, 1.96242, -3.16546], [-2.13553, 1.96320, -1.64886], [2.89368, 4.67245, -4.42227], [0.55916, 1.17756, -4.93778], [-6.94013, -1.79274, -0.49704], [-6.42020, -0.16445, 0.00748], [-5.50153, -0.20144, 1.20095], [-6.33564, -0.72512, 2.68732], [-7.31442, 0.41793, 0.21512], [-5.89561, 0.27464, -0.83906], [-5.11492, 0.79917, 1.38787], [-4.67058, -0.88230, 1.03428], [1.29001, 0.52698, -1.40994], [0.11656, 0.55417, -0.06135], [0.71450, 0.01796, 1.21266], [1.04942, -1.73175, 1.10964], [-0.74891, -0.02460, -0.37226], [-0.17765, 1.59311, 0.08147], [0.01301, 0.16166, 2.03220], [1.64827, 0.51935, 1.45216], [1.75321, -5.17151, 1.06477], [2.82154, -4.41467, -0.14802], [3.58711, -5.44556, -0.93514], [4.78866, -6.29886, 0.07653], [3.49087, -3.74060, 0.37995], [2.18797, -3.83014, -0.81239], [4.13755, -4.95728, -1.73690], [2.92475, -6.19549, -1.35855], [-1.70869, 6.93161, 4.26021], [-0.87995, 6.73147, 2.69209], [-0.60306, 5.28766, 2.36868], [0.61955, 4.57060, 3.45801], [0.03867, 7.31068, 2.73067], [-1.53403, 7.14877, 1.92842], [-0.21567, 5.20960, 1.35753], [-1.50366, 4.68455, 2.44771], [3.66175, -5.71110, 5.54839], [4.22343, -6.19603, 3.92200], [4.51821, -7.66983, 3.83963], [5.94333, -8.13123, 4.80982], [5.10209, -5.60044, 3.68959], [3.42899, -5.94870, 3.22172], [4.73391, -7.93003, 2.80496], [3.67626, -8.26131, 4.18956], [5.12126, 5.88447, -4.55186], [6.67531, 5.20534, -3.99787], [6.67984, 3.70074, -4.10052], [5.52928, 2.94996, -2.96101], [6.82712, 5.53518, -2.97379], [7.45874, 5.62044, -4.62863], [7.67007, 3.31969, -3.85811], [6.40593, 3.37513, -5.10037], [-7.02271, 0.94297, -3.30980], [-6.31931, 0.60924, -4.91376], [-5.93863, -0.84043, -5.07132], [-4.57141, -1.29748, -4.02186], [-5.45828, 1.26093, -5.03655], [-7.07351, 0.87092, -5.65355], [-5.62795, -1.02124, -6.09881], [-6.76984, -1.49680, -4.82794], [-0.94844, -6.24851, 9.82548], [0.67469, -6.22821, 9.08428], [0.63859, -6.55466, 7.61431], [0.18466, -8.25344, 7.31078], [1.29253, -6.93659, 9.62952], [1.07444, -5.22494, 9.22007], [1.62795, -6.41129, 7.18557], [-0.07381, -5.92575, 7.08700]], "forces_ev_per_a": [[-0.045, 0.232, 0.005], [-0.002, -0.081, -0.106], [0.005, -0.072, 0.122], [-0.333, -0.014, -0.171], [0.437, 0.073, 0.589], [-0.265, 0.050, -0.281], [0.483, -0.311, 0.422], [-0.170, -0.114, -0.205], [-0.122, -0.073, 0.011], [0.076, -0.028, 0.098], [-0.032, -0.049, -0.055], [0.007, 0.052, -0.128], [-0.128, -0.102, 0.005], [0.178, -0.044, -0.129], [0.029, 0.111, 0.225], [-0.128, -0.021, -0.064], [-0.174, 0.180, -0.301], [-0.085, 0.025, -0.066], [-0.007, -0.013, 0.009], [0.028, 0.031, -0.038], [0.031, 0.011, -0.003], [0.002, -0.003, 0.001], [-0.012, -0.018, 0.012], [0.010, -0.015, -0.002], [-0.009, 0.006, 0.002], [-0.009, -0.019, 0.007], [0.042, -0.030, -0.014], [-0.048, 0.112, 0.048], [0.032, 0.027, -0.014], [-0.024, -0.003, 0.053], [0.022, -0.029, -0.014], [0.026, 0.005, -0.017], [-0.015, -0.013, -0.007], [0.008, -0.006, -0.005], [-0.035, -0.001, 0.008], [0.035, 0.022, 0.015], [0.001, 0.015, -0.025], [0.002, -0.002, -0.007], [-0.004, -0.004, 0.018], [-0.015, -0.030, -0.015], [0.020, 0.002, 0.013], [0.002, -0.019, 0.022], [0.008, -0.004, -0.008], [-0.006, 0.028, -0.013], [0.011, -0.008, 0.001], [-0.013, -0.012, -0.003], [0.005, -0.003, 0.024], [-0.008, -0.004, 0.003], [0.015, 0.000, 0.002], [-0.002, -0.001, 0.024], [0.057, 0.045, -0.008], [-0.023, -0.002, -0.076], [-0.013, -0.020, -0.033], [-0.004, -0.002, 0.001], [0.015, -0.002, 0.039], [-0.021, 0.013, 0.000], [0.008, 0.002, 0.001], [0.007, -0.001, 0.025], [0.215, 0.170, -0.026], [-0.019, -0.045, 0.037], [0.036, 0.001, -0.016], [-0.002, -0.004, -0.010], [-0.012, -0.011, 0.009], [-0.022, -0.002, -0.035], [-0.009, -0.004, 0.034], [-0.008, 0.000, -0.003], [-0.020, 0.062, -0.019], [0.016, 0.012, -0.024], [-0.014, -0.033, -0.032], [0.009, 0.017, 0.018], [0.013, -0.006, 0.022], [-0.019, -0.016, 0.011], [0.016, 0.000, 0.003], [-0.002, 0.008, 0.029], [0.002, -0.003, 0.000], [0.027, 0.005, 0.014], [0.012, 0.018, -0.022], [-0.004, 0.000, -0.003], [-0.014, -0.013, 0.005], [-0.010, 0.006, -0.002], [-0.022, -0.020, 0.010], [-0.019, -0.014, 0.004]]}

***

{"formula": "C3H10N2", "method": "wB97M-V/def2-TZVPD", "energy_ev": -6251.011, "smiles": "C=N.CNC", "homo_ha": -0.3196, "homo_lumo_gap_ev": 9.75, "lumo_energy_ev": 1.050, "species": ["C", "N", "H", "H", "H", "C", "N", "C", "H", "H", "H", "H", "H", "H", "H"], "positions_angstrom": [[1.98711, -2.37853, 0.62772], [0.99761, -3.11632, 0.85679], [2.95825, -2.34688, 1.23429], [1.83355, -1.65885, -0.17793], [1.07622, -3.41345, 1.80423], [-0.76129, 0.36868, -1.36071], [-1.31484, 1.70343, -0.82734], [-0.98437, 2.01269, 0.57451], [-1.22006, 0.25944, -2.33365], [-1.11449, -0.37010, -0.60452], [0.38079, 0.24191, -1.29584], [-1.03846, 2.40821, -1.48456], [-1.85007, 1.67035, 1.15322], [0.02623, 1.50756, 0.89480], [-0.97619, 3.11187, 0.93900]], "forces_ev_per_a": [[1.014, 0.839, 0.044], [-0.703, 0.875, 0.211], [-1.393, 0.202, -0.584], [0.850, -0.303, -0.457], [0.223, -1.598, 0.782], [0.073, 1.203, 2.886], [0.951, -0.959, -0.562], [0.830, 0.163, 0.791], [0.326, -0.458, -0.160], [-0.075, 0.120, -0.969], [-1.390, 0.585, -0.589], [0.235, 0.492, 0.050], [0.558, -0.639, 0.305], [-1.863, 0.913, -0.264], [0.364, -1.434, -1.484]]}

***

{"formula": "C17H21N6O6SW", "method": "wB97M-V/def2-TZVPD", "energy_ev": -51856.915, "total_charge": 1, "homo_ha": [-0.3816, -0.4354], "homo_lumo_gap_ev": [6.87, 8.14], "s_squared": 2.0116, "lumo_energy_ev": [-3.518, -3.711], "multiplicity": 3, "species": ["W", "N", "C", "C", "O", "N", "C", "C", "O", "O", "H", "H", "H", "H", "H", "H", "O", "C", "O", "C", "C", "C", "C", "C", "C", "C", "C", "C", "N", "H", "H", "H", "H", "H", "H", "C", "C", "N", "O", "H", "H", "H", "H", "H", "N", "C", "N", "S", "H", "H", "H", "H"], "positions_angstrom": [[-0.52165, -1.06209, -0.08544], [0.33789, -2.92858, 0.84945], [1.31354, -2.55158, 1.90096], [0.66856, -1.43111, 2.70156], [0.89189, -1.25171, 3.87941], [-0.18321, -0.71742, 1.92192], [-1.14437, 0.14757, 2.58078], [-2.44803, 0.10293, 1.80465], [-3.44542, 0.67618, 2.13831], [-2.35552, -0.61502, 0.67492], [-0.43388, -3.43753, 1.27558], [0.75859, -3.55382, 0.16687], [2.22176, -2.19506, 1.41407], [1.56365, -3.38075, 2.55922], [-0.82354, 1.19362, 2.62398], [-1.30745, -0.17068, 3.61079], [-2.55657, 1.53434, -2.48757], [-1.75312, 1.05068, -1.73492], [-1.32527, -0.19241, -1.78393], [-0.99362, 1.85068, -0.70690], [-1.18657, 3.22575, -0.56889], [-0.35957, 3.90295, 0.28138], [0.70243, 3.22413, 0.91500], [1.63300, 3.90276, 1.74093], [2.67595, 3.23046, 2.30221], [2.84887, 1.85322, 2.04070], [1.96310, 1.16681, 1.26137], [0.85029, 1.83288, 0.70230], [-0.07428, 1.15432, -0.05550], [-1.98216, 3.69462, -1.12907], [-0.48651, 4.96439, 0.45419], [1.49873, 4.96348, 1.90967], [3.38255, 3.74838, 2.93571], [3.69732, 1.33415, 2.46632], [2.11603, 0.11994, 1.04977], [3.40941, -1.05536, -2.27026], [1.93189, -0.93334, -2.06554], [1.20322, -0.38808, -3.02193], [1.41733, -1.35262, -0.99610], [3.84890, -0.06459, -2.39189], [3.62020, -1.63182, -3.17102], [3.85879, -1.54503, -1.41248], [1.63677, -0.06742, -3.87140], [0.19690, -0.29401, -2.90149], [-3.91458, -1.65892, -1.33039], [-3.04197, -2.38950, -1.98449], [-3.27715, -2.73954, -3.24170], [-1.61673, -3.05932, -1.22494], [-4.66077, -1.19781, -1.83119], [-3.62592, -1.23076, -0.44599], [-4.11480, -2.45719, -3.72517], [-2.61495, -3.32118, -3.72382]], "forces_ev_per_a": [[-0.125, -0.527, 0.043], [0.045, 0.092, 0.095], [-0.032, -0.025, -0.017], [0.015, 0.036, -0.032], [0.024, 0.006, 0.003], [-0.260, -0.050, 0.053], [0.052, -0.007, 0.060], [-0.009, 0.016, -0.056], [-0.054, -0.045, 0.011], [-0.083, 0.189, 0.060], [0.015, -0.023, 0.007], [0.039, 0.056, -0.029], [0.015, -0.023, 0.000], [-0.009, -0.006, -0.007], [0.049, -0.009, 0.034], [-0.026, 0.001, -0.005], [-0.047, 0.025, 0.121], [0.035, 0.095, -0.076], [0.009, -0.120, -0.110], [-0.010, -0.061, -0.077], [0.013, -0.005, 0.035], [-0.024, -0.003, -0.009], [0.027, 0.022, 0.029], [-0.018, -0.006, -0.015], [0.004, -0.011, 0.003], [0.014, 0.003, 0.006], [0.000, 0.010, -0.022], [-0.079, 0.026, 0.052], [0.247, 0.133, -0.059], [0.003, -0.002, -0.004], [0.005, 0.001, 0.001], [-0.001, 0.001, -0.002], [0.002, -0.004, 0.001], [0.000, 0.004, 0.003], [-0.007, 0.005, -0.011], [-0.015, -0.012, 0.008], [0.012, -0.028, -0.030], [0.051, 0.012, -0.066], [-0.018, 0.114, -0.079], [-0.003, -0.002, 0.001], [0.005, 0.003, -0.003], [0.003, -0.003, -0.002], [0.005, -0.002, 0.003], [-0.017, -0.003, 0.019], [0.065, 0.332, -0.006], [0.003, -0.247, 0.107], [0.031, -0.039, -0.062], [0.023, 0.254, -0.062], [-0.008, -0.042, -0.011], [0.029, -0.113, 0.101], [-0.001, -0.011, 0.001], [0.007, -0.009, -0.004]]}

***

> What is the formula in the third record?

C3H10N2